[1]
Molecular formula: C8H11N2O4S
Method: DFT, the ωB97M-V functional and the def2-TZVPD basis

Output
* frontier orbital gap: 7.02 eV
* ΔE to the lowest compared entry with this formula, charge and spin: 0.0 kJ/mol
* total energy: -1120.1346 a.u.
* HOMO energy: -4.80 eV
* max |F|: 4.8 eV/Å
* charge: -1
* 2S+1: 1

Structure (XYZ):
```
26
Properties=species:S:1:pos:R:3:mulliken_charge:R:1
O -0.36243 4.19975 -4.04843 -0.6948
S -1.32378 3.09863 -3.78226 1.2673
O -1.83011 2.60709 -5.07762 -0.6831
O -2.40868 3.62587 -2.84682 -0.7089
C -0.34069 1.76924 -3.03006 0.0486
C -0.39803 1.38732 -1.60494 -0.3724
C 0.50294 0.32815 -1.19667 0.0998
N 1.38638 -0.39602 -1.91688 -0.5707
C 1.43892 -0.08883 -3.24196 -0.2727
C 0.60871 0.95656 -3.79165 -0.3100
H -1.07726 1.92691 -0.90696 0.4105
H 0.46323 0.07323 -0.09168 0.2015
H 2.14448 -0.62746 -3.90979 0.3060
H 0.70299 1.17912 -4.88232 0.3021
C -0.64213 -0.40568 2.91261 0.1038
O -0.75964 -0.06611 1.75393 -0.5509
N -0.02990 -1.54065 3.33190 0.1136
C 0.07524 -1.88564 4.73387 -0.9276
C 0.53782 -2.43712 2.33964 -0.8988
H -1.03847 0.20525 3.74139 0.2366
H 1.13049 -1.96999 5.00569 0.3324
H -0.42154 -2.84370 4.90710 0.3304
H -0.39309 -1.12394 5.35680 0.2931
H 1.29206 -1.90218 1.75928 0.2952
H -0.25028 -2.76987 1.66155 0.2856
H 0.99275 -3.29993 2.82430 0.3635
```

---

[2]
Molecular formula: C36H45BaClIN9O5
Method: DFT, the ωB97M-V functional and the def2-TZVPD basis

Output
* frontier orbital gap: 8.31 eV
* ΔE to the lowest compared entry with this formula, charge and spin: 0.0 kJ/mol
* total energy: -3051.4355 a.u.
* HOMO energy: -8.80 eV
* max |F|: 0.3 eV/Å
* 2S+1: 1

Structure (XYZ):
```
98
Properties=species:S:1:pos:R:3:mulliken_charge:R:1
Ba 0.35457 -0.29368 0.13734 0.0940
C -0.79155 -2.69114 3.56443 -0.1878
C -2.08181 -2.25157 2.86670 -0.8670
N -1.96007 -1.84972 1.46205 0.5645
C -2.39183 -2.86606 0.51120 -0.7802
C -1.30158 -3.88547 0.21789 -1.0728
N -0.16857 -3.24434 -0.43436 0.7571
C 0.92724 -4.16807 -0.73506 -0.5797
C 1.92876 -4.31683 0.41009 -0.3227
C 3.10213 -3.33859 0.34633 -1.0946
N 2.79443 -1.94282 0.66919 0.4767
C 3.27048 -1.50911 1.97752 -0.8541
C 2.31806 -1.89037 3.09569 -1.2220
N 1.07958 -1.12085 3.01678 0.5771
C 0.10989 -1.54754 4.02752 0.0070
H -0.22253 -3.36626 2.91989 -0.3144
H -1.08650 -3.27017 4.44460 0.4950
H -2.49270 -1.40833 3.42809 0.2482
H -2.81499 -3.06617 2.94653 0.3934
H -2.47665 -0.99043 1.32044 0.0499
H -2.66068 -2.36458 -0.42333 0.1127
H -3.29089 -3.39625 0.85843 0.4596
H -1.72204 -4.69856 -0.39379 0.4395
H -0.96012 -4.34131 1.15072 0.4093
H -0.47296 -2.85077 -1.31883 -0.3201
H 1.44505 -3.78506 -1.61799 0.1365
H 0.52723 -5.15636 -1.00369 0.4504
H 2.34898 -5.32640 0.37856 0.4702
H 1.40476 -4.22262 1.36521 -0.1705
H 3.50672 -3.37190 -0.66975 0.4241
H 3.89955 -3.70177 1.00862 0.2995
H 3.18121 -1.34669 -0.05398 0.1479
H 3.36996 -0.41864 1.96187 0.3126
H 4.26305 -1.92377 2.20525 0.4271
H 2.81998 -1.74636 4.06432 0.3666
H 2.07246 -2.95299 3.02556 0.5151
H 1.30816 -0.14458 3.18292 0.0075
H -0.51049 -0.69267 4.29344 -0.6011
H 0.63200 -1.84683 4.94763 0.5671
C -2.65790 5.62425 2.99747 -0.4928
C -1.43373 5.24445 2.46788 -0.6227
C -1.38052 4.24603 1.50446 0.3039
C -2.54881 3.63518 1.07725 -0.1395
C -3.78143 4.00658 1.60990 -0.4034
C -3.83009 5.00350 2.56788 -0.6555
N -2.38112 2.63824 0.06377 0.8061
N -3.44006 2.27273 -0.45152 -0.7652
C -3.27079 1.33638 -1.51788 0.1381
C -4.09826 1.53478 -2.61539 -0.6077
C -3.98434 0.67681 -3.69145 -0.5582
C -3.07292 -0.36396 -3.61251 -1.2127
C -2.32119 -0.49588 -2.45756 0.3158
N -2.40316 0.33470 -1.41142 0.5907
H -2.70482 6.40223 3.74902 0.3936
H -0.51643 5.71663 2.79489 0.4808
H -0.43633 3.93738 1.07928 0.1026
H -4.68033 3.51529 1.26378 0.4600
H -4.78334 5.30064 2.98631 0.3724
H -4.79915 2.35753 -2.60405 0.5151
H -4.59867 0.81572 -4.57147 0.3979
H -2.94217 -1.06610 -4.42382 0.5018
H -1.58720 -1.28726 -2.38728 0.1553
O 2.21359 3.89525 1.41982 -0.7589
C 1.78230 2.93977 0.77928 -0.6872
O 1.43681 1.80430 1.25763 -0.0427
C 1.58928 3.10900 -0.72718 0.8610
C 2.25205 4.12756 -1.39715 -0.8564
C 2.07817 4.24411 -2.76565 -0.4846
C 1.23734 3.35129 -3.41364 -0.9090
C 0.60814 2.37418 -2.65907 -0.4929
N 0.77974 2.24925 -1.34622 0.9299
H 2.88496 4.79532 -0.83050 0.5670
H 2.59271 5.01797 -3.32101 0.4172
H 1.07618 3.40183 -4.48191 0.4771
H -0.05088 1.64957 -3.12856 0.3479
Cl 4.36718 -1.86802 -8.00620 -0.2274
C 3.62747 -1.59023 -6.45520 0.4668
C 4.36276 -0.97881 -5.45228 -0.8692
C 3.76668 -0.75984 -4.22034 -0.1157
C 2.45167 -1.14679 -3.99061 0.0195
C 1.73392 -1.75726 -5.01149 0.0831
C 2.31536 -1.98396 -6.24947 -0.9450
C 1.81380 -0.90084 -2.64229 1.2606
O 2.51296 -0.36895 -1.75004 -1.0937
O 0.60499 -1.24575 -2.50286 -0.6088
H 5.38502 -0.68001 -5.63928 0.4191
H 4.31354 -0.28002 -3.41976 0.4408
H 0.71085 -2.05391 -4.82316 0.4163
H 1.76259 -2.45923 -7.04824 0.4112
N 0.02858 2.04340 3.54588 0.3355
C -1.17605 1.55939 3.22876 -0.1084
O -1.38230 0.83617 2.25340 0.1781
C -2.35028 1.93819 4.10705 -1.5233
I -2.02462 1.58852 6.18965 0.0450
H 0.76106 2.01488 2.81456 -0.0160
H 0.11143 2.71025 4.29490 0.2114
H -3.20995 1.34581 3.81766 0.4326
H -2.57258 2.99742 4.00192 0.5212
```

---

[3]
Molecular formula: C2H5NO2
Method: DFT, the ωB97M-V functional and the def2-TZVPD basis

Output
* SMILES: NC(=O)CO
* frontier orbital gap: 10.45 eV
* ΔE to the lowest compared entry with this formula, charge and spin: 68.3 kJ/mol
* total energy: -284.4414 a.u.
* HOMO energy: -9.77 eV
* max |F|: 0.7 eV/Å
* 2S+1: 1

Structure (XYZ):
```
10
Properties=species:S:1:pos:R:3:mulliken_charge:R:1
N -1.43593 -0.18656 -0.12083 -0.3773
C -0.32290 0.37152 -0.68681 0.5803
O -0.32973 1.03497 -1.70480 -0.5821
C 0.92766 -0.21591 -0.03714 -0.3905
O 0.96108 -0.16054 1.37431 -0.5278
H -2.27449 -0.27875 -0.66516 0.2080
H -1.44504 -0.41217 0.86005 0.2241
H 0.72823 -1.26561 -0.26168 0.2479
H 1.85194 0.12740 -0.51834 0.2952
H 1.28523 0.70687 1.64298 0.3222
```

---

[4]
Molecular formula: CH6OSi2
Method: DFT, the ωB97M-V functional and the def2-TZVPD basis

Output
* frontier orbital gap: 10.36 eV
* ΔE to the lowest compared entry with this formula, charge and spin: 14.7 kJ/mol
* total energy: -695.9269 a.u.
* HOMO energy: -10.13 eV
* max |F|: 5.2 eV/Å
* 2S+1: 1

Structure (XYZ):
```
10
Properties=species:S:1:pos:R:3:mulliken_charge:R:1
C 0.19346 1.11071 0.00473 -0.9865
O -0.11292 -1.39780 0.02060 -0.3799
Si -1.27133 -0.27672 0.05398 0.5042
Si 1.40727 -0.40978 0.07845 0.5665
H 0.05344 1.50570 -0.92041 0.3310
H 0.37557 1.85066 0.68570 0.4347
H -2.36338 -0.27080 1.10080 -0.1259
H -2.13637 -0.26548 -1.11965 -0.1338
H 1.76933 -0.97573 -1.14895 -0.1029
H 2.08494 -0.87076 1.24474 -0.1074
```